No. 1
Here is a structure of composition C26H24AuNSb in a non-equilibrium geometry from the Open Molecules 2025 dataset. Energies are from ωB97M-V/def2-TZVPD.

The calculation puts the gap between HOMO and LUMO (spin up / spin down) at 5.049 / 5.049 eV. The calculation puts the total energy at -39069.2833 eV. The LUMO energy (spin up / spin down) is 0.0875 / 0.0875 Ha. The net charge is -1. As for the spin multiplicity: 1. Its HOMO energy (spin up / spin down) is -2.67 / -2.67 eV. For the relative energy (zero: lowest compared OMol25 entry of this formula, charge and spin), the calculation gives 6.1 kJ/mol.

Last column: natural (NBO) charge in e.
Geometry (Å):
Au (0.70495, -0.42633, -2.11518)  0.27
C (-2.69515, 4.07441, -2.66470)  -0.21
C (-1.57085, 3.34795, -3.02034)  -0.22
C (-1.28429, 2.15848, -2.37273)  -0.24
C (-2.09405, 1.66934, -1.36214)  -0.36
C (-3.23815, 2.38350, -1.04840)  -0.17
C (-3.53583, 3.57709, -1.68416)  -0.24
Sb (-1.54413, -0.11019, -0.26215)  1.04
C (-3.08073, 0.37422, 1.35226)  -0.34
C (-2.97287, 1.46787, 2.20337)  -0.18
C (-3.81588, 1.61372, 3.29063)  -0.25
C (-4.77426, 0.65199, 3.56433)  -0.22
C (-4.89149, -0.44334, 2.72703)  -0.23
C (-4.05123, -0.57758, 1.63644)  -0.26
C (-0.04433, 0.83860, 0.93616)  -0.35
C (0.42057, 0.18495, 2.06449)  -0.17
C (1.44725, 0.72412, 2.81915)  -0.23
C (2.01859, 1.92736, 2.44698)  -0.22
C (1.55397, 2.59312, 1.32587)  -0.20
C (0.53286, 2.04293, 0.57294)  -0.24
H (-2.91388, 5.01968, -3.14752)  0.20
H (-0.90589, 3.71063, -3.79334)  0.21
H (-0.40482, 1.57944, -2.66247)  0.20
H (-3.91011, 1.99588, -0.29560)  0.21
H (-4.42542, 4.12576, -1.40072)  0.20
H (-2.22425, 2.22369, 1.99529)  0.21
H (-3.72439, 2.48168, 3.93130)  0.20
H (-5.42305, 0.75520, 4.42436)  0.20
H (-5.63785, -1.19964, 2.92812)  0.20
H (-4.14791, -1.43636, 0.97772)  0.20
H (-0.01650, -0.76232, 2.35307)  0.20
H (1.80522, 0.20778, 3.70179)  0.21
H (2.83403, 2.34338, 3.02478)  0.20
H (1.99375, 3.54106, 1.04026)  0.20
H (0.19328, 2.56036, -0.31619)  0.22
C (0.81472, -3.62110, -2.03124)  -0.63
C (2.26664, -3.54358, -1.65058)  -0.16
C (2.97694, -4.72428, -1.55886)  -0.19
C (4.31077, -4.77729, -1.19633)  -0.35
C (4.93786, -3.57672, -0.87432)  -0.20
C (4.27708, -2.37909, -0.95260)  -0.11
C (4.95788, -1.08886, -0.60284)  -0.62
C (2.90538, -2.28986, -1.39155)  0.23
N (2.45676, -1.06799, -1.48141)  -0.82
H (0.49822, -4.66190, -2.09376)  0.19
H (0.63193, -3.15259, -3.00270)  0.20
H (0.18066, -3.11714, -1.29550)  0.21
H (2.45827, -5.65301, -1.77817)  0.18
H (4.84081, -5.72171, -1.15585)  0.19
H (5.97459, -3.57240, -0.54784)  0.18
H (5.99848, -1.25275, -0.32296)  0.18
H (4.42935, -0.60683, 0.22086)  0.21
H (4.90649, -0.41135, -1.45504)  0.22

---

No. 2
Here is a structure of composition C26H24BrIrN6O7P from the Open Molecules 2025 dataset. Energies are from ωB97M-V/def2-TZVPD.

The calculation puts the gap between HOMO and LUMO (spin up / spin down) at 6.906 / 5.827 eV. The calculation puts the total energy at -132774.3681 eV. The LUMO energy (spin up / spin down) is -0.2757 / -0.3100 Ha. The net charge is +2. As for the spin multiplicity: 2. Its HOMO energy (spin up / spin down) is -14.41 / -14.26 eV. For the relative energy (zero: lowest compared OMol25 entry of this formula, charge and spin), the calculation gives 64.1 kJ/mol. As for the expectation value of S²: 0.776.

Last column: natural (NBO) charge in e.
Geometry (Å):
Ir (-0.39337, 0.55772, -0.05138)  0.77
O (1.76738, -2.47827, 1.36061)  -0.67
C (2.06039, -1.83617, 0.35299)  0.73
O (1.53830, -1.83174, -0.78922)  -0.75
C (3.20711, -0.86082, 0.46522)  -0.04
C (4.47662, -1.26754, 0.84187)  -0.18
C (5.51594, -0.38223, 0.70455)  0.12
C (5.35487, 0.92654, 0.19325)  -0.12
C (4.10799, 1.36767, -0.09721)  -0.05
C (2.94169, 0.52256, 0.09760)  0.54
O (1.77712, 0.97555, -0.00448)  -0.64
N (3.99271, 2.73521, -0.63884)  0.53
O (2.96324, 3.35655, -0.42875)  -0.40
O (4.97090, 3.18746, -1.17695)  -0.31
N (6.88755, -0.81081, 1.06925)  0.51
O (7.02142, -1.95883, 1.41568)  -0.32
O (7.74995, 0.03560, 0.99766)  -0.33
H (4.65216, -2.27591, 1.19149)  0.29
H (6.22118, 1.55877, 0.05350)  0.30
C (-0.09622, 4.90819, 3.57834)  -0.16
C (-1.15470, 4.09958, 3.97805)  -0.19
C (-1.31346, 2.84208, 3.42340)  -0.22
C (-0.41643, 2.42540, 2.44391)  0.12
C (0.64397, 3.21839, 2.03235)  -0.26
C (0.80227, 4.46603, 2.61636)  -0.19
N (-0.53819, 1.09386, 1.90891)  -0.12
N (-0.75901, 0.21351, 2.76134)  -0.07
C (-0.83386, -1.08345, 2.26203)  0.23
C (-1.05228, -2.13067, 3.12664)  -0.15
C (-1.07232, -3.41910, 2.59850)  -0.12
C (-0.86811, -3.58226, 1.24521)  -0.17
C (-0.64258, -2.47151, 0.43576)  0.14
N (-0.63111, -1.23924, 0.93424)  -0.46
H (0.03185, 5.88414, 4.02667)  0.25
H (-1.84832, 4.44463, 4.73224)  0.25
H (-2.11346, 2.18775, 3.74211)  0.24
H (1.34346, 2.86641, 1.28837)  0.26
H (1.63676, 5.08762, 2.32018)  0.24
H (-1.18550, -1.92487, 4.17910)  0.27
H (-1.23037, -4.27315, 3.24216)  0.26
H (-0.84989, -4.56348, 0.79331)  0.26
H (-0.42876, -2.57224, -0.61600)  0.26
Br (0.04671, 0.08040, -2.54786)  0.36
C (0.07749, 1.97518, -2.42927)  0.15
C (0.35638, 2.83467, -3.45912)  -0.25
C (0.29042, 4.19162, -3.15803)  -0.09
C (-0.06819, 4.59239, -1.88013)  -0.21
C (-0.32044, 3.64003, -0.91053)  0.08
N (-0.22130, 2.33183, -1.18081)  -0.49
H (0.60776, 2.46914, -4.44442)  0.27
H (0.50773, 4.92401, -3.92391)  0.26
H (-0.14617, 5.63938, -1.62547)  0.26
H (-0.59578, 3.91174, 0.09689)  0.24
C (-3.20301, 1.57671, -1.71665)  -0.97
P (-2.65942, 0.56589, -0.32118)  1.27
C (-3.56426, 1.21931, 1.09558)  -0.98
C (-3.36887, -1.06382, -0.63582)  -0.97
H (-4.28936, 1.50130, -1.78528)  0.27
H (-2.77314, 1.21214, -2.64879)  0.26
H (-2.93543, 2.62247, -1.57390)  0.26
H (-4.62762, 1.22804, 0.85090)  0.27
H (-3.24359, 2.23738, 1.31830)  0.26
H (-3.41764, 0.59442, 1.97659)  0.26
H (-4.42374, -0.94502, -0.88747)  0.27
H (-3.28940, -1.69889, 0.24521)  0.26
H (-2.86168, -1.54526, -1.47227)  0.26

---

No. 3
Here is a structure of composition C26H24Cl2N6O3S2Ti from the Open Molecules 2025 dataset. Energies are from ωB97M-V/def2-TZVPD.

The calculation puts the gap between HOMO and LUMO (spin up / spin down) at 3.813 / 6.586 eV. The calculation puts the total energy at -112266.8081 eV. The LUMO energy (spin up / spin down) is 0.1683 / 0.1682 Ha. The net charge is -2. As for the spin multiplicity: 3. Its HOMO energy (spin up / spin down) is 0.77 / -2.01 eV. For the relative energy (zero: lowest compared OMol25 entry of this formula, charge and spin), the calculation gives 5.6 kJ/mol. As for the expectation value of S²: 2.026.

Last column: natural (NBO) charge in e.
Geometry (Å):
Ti (0.13688, -0.47858, 0.17588)  1.46
N (0.23976, -2.42422, 4.44919)  -0.83
C (0.05741, -1.62655, 3.31704)  0.28
S (-0.47036, -2.42789, 1.87135)  -0.33
N (0.32414, -0.37401, 3.46900)  -0.44
N (0.07106, 0.38960, 2.33208)  -0.32
C (0.10148, 1.64927, 2.56801)  0.13
C (-0.28804, 2.69691, 1.65178)  -0.23
C (-0.15398, 4.02474, 2.07310)  -0.15
C (-0.63563, 5.07634, 1.32194)  -0.32
C (-1.30719, 4.78429, 0.12900)  -0.19
C (-1.46570, 3.49103, -0.30797)  -0.27
C (-0.92407, 2.40015, 0.41410)  0.44
O (-1.04912, 1.19461, -0.02426)  -0.79
H (0.47984, -3.37486, 4.21400)  0.38
H (0.86812, -1.99386, 5.11320)  0.37
H (0.37878, 1.96178, 3.57839)  0.17
H (0.33697, 4.21246, 3.02413)  0.19
H (-0.51200, 6.10047, 1.65242)  0.19
H (-1.70611, 5.59453, -0.47350)  0.19
H (-1.96713, 3.27228, -1.23874)  0.22
S (-2.87256, -3.06058, -2.29689)  0.27
C (-3.83962, -2.04714, -1.24943)  -0.23
C (-5.21475, -2.02821, -1.11514)  -0.22
C (-5.79607, -1.15373, -0.20239)  -0.29
C (-4.97875, -0.32341, 0.56461)  -0.24
C (-3.60089, -0.33748, 0.43445)  -0.19
C (-2.99831, -1.19854, -0.49429)  0.16
N (-1.66209, -1.32732, -0.73809)  -0.64
C (-1.42025, -2.30881, -1.65987)  -0.02
C (-0.09686, -2.58950, -2.05051)  -0.06
C (0.24074, -3.53764, -3.04189)  -0.26
C (1.55749, -3.68505, -3.42797)  -0.24
C (2.55298, -2.90513, -2.83574)  -0.30
C (2.20217, -1.99117, -1.83711)  -0.20
C (0.89631, -1.79622, -1.39651)  -0.48
H (-5.83205, -2.69012, -1.71225)  0.19
H (-6.87261, -1.12486, -0.08547)  0.19
H (-5.42691, 0.35256, 1.28423)  0.19
H (-2.97285, 0.30786, 1.03082)  0.23
H (-0.53010, -4.14003, -3.51444)  0.18
H (1.81287, -4.40635, -4.19901)  0.18
H (3.58768, -3.01016, -3.14707)  0.18
H (3.00191, -1.40401, -1.38879)  0.18
C (4.47699, -0.38656, 1.58724)  -0.68
C (3.12818, -0.10431, 0.99428)  0.30
N (2.17686, -0.96012, 1.09887)  -0.22
O (2.55293, -2.14355, 1.71947)  -0.60
C (2.84700, 1.08561, 0.21299)  -0.01
C (3.80911, 2.19132, -0.07785)  -0.64
N (1.66336, 1.10943, -0.35341)  -0.07
O (1.41019, 2.06691, -1.16528)  -0.57
H (4.35472, -0.80903, 2.58393)  0.23
H (5.08725, 0.50998, 1.64104)  0.20
H (4.99827, -1.13554, 0.98556)  0.23
H (1.69933, -2.62840, 1.73217)  0.50
H (4.74973, 2.09245, 0.46147)  0.18
H (3.35479, 3.15417, 0.17300)  0.23
H (4.02244, 2.23841, -1.15049)  0.22
Cl (-1.70717, 2.55483, -3.97505)  -0.11
C (-0.88511, 1.16407, -3.17446)  -0.38
Cl (-0.32022, 0.02753, -4.39564)  -0.03
H (-1.62287, 0.67932, -2.54296)  0.24
H (-0.04838, 1.55002, -2.58625)  0.28

---

No. 4
Here is a structure of composition C26H24Cl2N6O9RuS from the Open Molecules 2025 dataset. Energies are from ωB97M-V/def2-TZVPD.

The calculation puts the gap between HOMO and LUMO (spin up / spin down) at 7.496 / 7.518 eV. The calculation puts the total energy at -93184.3169 eV. The LUMO energy (spin up / spin down) is 0.0912 / 0.0567 Ha. The net charge is -1. As for the spin multiplicity: 6. Its HOMO energy (spin up / spin down) is -5.02 / -5.98 eV. For the relative energy (zero: lowest compared OMol25 entry of this formula, charge and spin), the calculation gives 0.0 kJ/mol. As for the expectation value of S²: 8.757.

Last column: natural (NBO) charge in e.
Geometry (Å):
Ru (0.67136, 0.60838, 0.59121)  1.57
C (-2.24822, -1.72404, 3.32675)  -0.62
C (-1.67874, -0.50049, 2.63875)  0.13
C (-1.96143, 0.77089, 3.41803)  -0.61
O (-0.24293, -0.60509, 2.56166)  -0.74
C (-2.25765, -0.31797, 1.22983)  0.77
O (-3.43766, -0.57131, 1.02686)  -0.66
O (-1.43331, 0.16328, 0.34886)  -0.78
H (-1.92580, -1.75997, 4.37096)  0.20
H (-1.90838, -2.63412, 2.82415)  0.21
H (-3.33469, -1.69513, 3.27268)  0.24
H (-1.51545, 0.71420, 4.41583)  0.21
H (-3.04006, 0.91188, 3.50740)  0.22
H (-1.53882, 1.62904, 2.89277)  0.22
H (-0.02229, -1.41821, 2.07282)  0.52
O (4.37172, -4.23652, -0.52023)  -0.68
C (5.06625, -3.12539, -0.63788)  0.79
O (6.25782, -3.12457, -0.83959)  -0.60
C (4.30867, -1.83660, -0.52999)  -0.28
C (4.86874, -0.57953, -0.67321)  0.18
Cl (6.45975, -0.12202, -1.05534)  0.09
N (3.89332, 0.34114, -0.53695)  -0.20
N (2.71037, -0.26278, -0.32926)  -0.29
C (2.93944, -1.55669, -0.30108)  0.07
C (1.75707, -2.42588, 0.05150)  0.79
O (1.89041, -3.65632, -0.03849)  -0.69
O (0.72815, -1.79538, 0.41910)  -0.76
C (3.96814, 1.77579, -0.49885)  0.19
C (4.86473, 2.39879, 0.35530)  -0.23
C (4.83856, 3.77964, 0.45999)  -0.21
C (3.90063, 4.52161, -0.24829)  -0.20
C (2.99659, 3.88220, -1.08280)  -0.19
C (3.04022, 2.50198, -1.22279)  -0.24
H (3.38948, -4.05314, -0.38081)  0.51
H (5.54560, 1.81122, 0.95606)  0.23
H (5.52743, 4.27322, 1.13381)  0.21
H (3.84922, 5.59598, -0.12302)  0.22
H (2.23163, 4.45016, -1.59675)  0.25
H (2.32836, 1.98302, -1.85286)  0.24
N (-6.13949, 5.07609, 0.78356)  -0.80
C (-4.75859, 4.94251, 0.64453)  0.18
C (-4.12761, 5.32598, -0.53974)  -0.29
C (-2.76441, 5.15223, -0.69841)  -0.12
C (-2.01712, 4.59692, 0.33172)  -0.42
C (-2.63220, 4.22506, 1.52156)  -0.08
C (-3.99599, 4.38879, 1.67406)  -0.30
S (-0.28350, 4.36611, 0.15403)  2.35
O (0.29237, 4.55573, 1.46196)  -0.97
O (0.15591, 5.21604, -0.92467)  -0.97
N (-0.07509, 2.80549, -0.19454)  -0.96
C (-0.44639, 2.30937, -1.40812)  0.60
N (-1.28913, 2.90313, -2.26992)  -0.50
C (-1.57028, 2.23066, -3.37498)  0.12
C (-1.05642, 0.97474, -3.67482)  -0.37
C (-0.22018, 0.43010, -2.72650)  0.13
N (0.09666, 1.08602, -1.61848)  -0.56
H (-6.58119, 5.75249, 0.18617)  0.37
H (-6.49089, 5.08204, 1.72481)  0.38
H (-4.71994, 5.75062, -1.34432)  0.20
H (-2.26409, 5.42628, -1.61778)  0.24
H (-2.03428, 3.81295, 2.32440)  0.22
H (-4.48129, 4.08322, 2.59603)  0.20
H (-2.26111, 2.71585, -4.05938)  0.19
H (-1.31353, 0.44611, -4.58003)  0.22
H (0.20848, -0.56045, -2.83868)  0.21
Cl (2.74613, 0.72529, 2.70179)  -0.09
C (1.44569, 1.88946, 2.26102)  -0.70
H (1.86598, 2.82830, 1.93327)  0.23
H (0.76341, 1.98041, 3.09654)  0.21